ORCA calculation (ωB97M-V/def2-TZVPD) on the ion C3H7N4 with charge +1 in a non-equilibrium geometry.

Structure (ORCA input):
```
! RIJCOSX wB97M-V def2-TZVPD def2/J DEFGRID3
* xyz 1 3
C -1.142 0.220 -0.145
C 0.721 1.052 -0.949
C 1.038 -0.777 0.736
N -1.359 -1.705 -1.412
N -1.754 -0.671 -0.842
N 0.325 0.211 -0.126
N 1.245 1.817 -1.634
H -1.798 0.933 0.293
H 1.159 -1.876 0.541
H 2.010 -0.382 1.108
H 0.613 -0.942 1.713
H -2.769 -0.531 -0.737
H -0.328 -1.939 -1.449
H 1.217 2.555 -2.316
*
```

Summary:
LUMO level (alpha / beta), eV: -3.879 / -6.227
Gap between HOMO and LUMO (alpha / beta), Eh: 0.2433 / 0.3242
Energy relative to the best compared isomer or geometry (same formula, charge and spin), kJ/mol: 319.3
⟨S²⟩: 2.009
Total energy, eV: -9170.81306